No. 1
ORCA calculation (ωB97M-V/def2-TZVPD) on the ion C4H12NO2 with charge +1.

```
! wB97M-V def2-TZVPD RIJCOSX def2/J DEFGRID3
* xyz 1 1
C -0.6255 -1.3193 0.3504
O -1.9868 -1.5284 0.7583
C -0.3244 0.1269 0.3801
C 1.1697 0.5620 0.1948
C 2.0329 -0.3910 -0.5632
O 1.0312 1.8555 -0.3563
N -1.2681 0.7896 -0.6231
H -0.3479 -1.8999 -0.5304
H 0.0060 -1.8956 1.0489
H -1.9695 -1.9957 1.6079
H -0.6779 0.5134 1.3340
H 1.5094 0.6418 1.2415
H 2.2980 -1.1836 0.1363
H 1.4885 -0.7236 -1.4403
H 2.9673 0.1200 -0.7960
H 1.8230 2.2748 -0.7118
H -1.3731 1.7802 -0.4381
H -0.8926 0.5977 -1.5463
H -2.1883 0.3703 -0.5072
*
```

Summary:
Energy relative to the best compared isomer or geometry (same formula, charge and spin), eV: 1.484
Electronic energy, eV: -9920.74566



No. 2
ORCA calculation (ωB97M-V/def2-TZVPD) on a structure of composition C6H13NO4.

```
! wB97M-V def2-TZVPD RIJCOSX def2/J DEFGRID3
* xyz 0 1
C 2.5050 0.0037 -0.9406
C 0.9574 -0.1906 -0.7298
C -0.8583 -1.5739 0.1557
C -1.8068 -0.4652 -0.3100
C -1.2333 0.8341 0.1941
C 0.4584 0.9488 0.0427
H 2.6647 0.6002 1.0349
H 2.5556 1.1390 -1.3774
H 2.7382 -1.1008 -1.7878
H 0.4334 0.0036 -1.6248
H 1.0323 -1.9003 -0.5541
H -0.9299 -2.5786 -0.2411
H -0.7882 -1.9877 1.2613
H -1.5801 -0.6273 -1.3286
H -3.3129 -1.2988 -0.3531
H -1.2479 0.8115 1.4705
H -2.6953 1.9161 -0.5079
H 0.7916 2.0900 -0.0429
H 0.8940 -0.1471 1.4388
N 0.5634 -1.4024 0.0837
O 3.1519 -0.0852 0.2483
O -3.0113 -0.6463 0.2494
O -1.6736 1.9503 -0.6153
O 0.9538 0.7255 1.5619
*
```

Summary:
Energy relative to the best compared isomer or geometry (same formula, charge and spin), eV: 7.135
Electronic energy, eV: -16105.66373



No. 3
ORCA calculation (ωB97M-V/def2-TZVPD) on a structure of composition C31H34InN7O3S.

```
! wB97M-V def2-TZVPD RIJCOSX def2/J DEFGRID3
* xyz 2 1
In -0.0958 0.2594 2.1577
C 0.6638 2.8305 4.0345
O -0.4589 2.1873 3.2978
C -1.7446 2.6126 3.7592
C -2.5317 1.3359 4.0298
O -2.3740 0.4797 2.8629
C -3.0793 -0.6990 3.0930
C -2.8213 -1.6734 1.9723
O -1.4885 -1.9554 1.8462
C -1.3377 -3.1226 1.0280
H 0.5766 3.8874 3.9658
H 1.5398 2.4638 3.5099
H 0.5224 2.4598 4.9717
H -2.1829 3.2486 2.9784
H -1.5620 3.1988 4.7043
H -3.5870 1.5745 4.1514
H -2.1696 0.8111 4.8718
H -4.1828 -0.5199 3.0178
H -2.6680 -1.0749 4.0865
H -3.3828 -1.3501 1.0370
H -3.4116 -2.6668 2.0907
H -1.5220 -2.8776 -0.0078
H -1.9828 -3.9241 1.3072
H -0.3244 -3.3458 1.1226
N 0.9811 -3.5485 3.7376
C 1.1009 -2.2705 3.2969
S 0.2610 -1.0316 4.2666
N 1.8129 -2.0554 2.2363
N 1.8130 -0.8132 1.7545
C 2.8073 -0.2273 1.1736
C 4.1831 -0.6988 1.0114
C 4.4136 -2.0576 0.6572
C 5.7016 -2.4390 0.3372
C 6.7743 -1.6079 0.7742
C 6.5437 -0.3660 1.3490
C 5.2400 0.1449 1.4194
C 2.5203 1.1461 0.6396
C 3.3046 1.7964 -0.3261
C 2.9257 3.0780 -0.7636
C 1.7580 3.6270 -0.2932
C 1.0446 2.8872 0.6686
N 1.4483 1.7234 1.1705
H 0.6792 -3.6428 4.6934
H 1.7637 -4.1820 3.6129
H 3.6144 -2.7192 0.3416
H 5.7937 -3.4174 -0.1296
H 7.8387 -1.8076 0.5992
H 7.3482 0.3160 1.6196
H 5.0778 1.1488 1.6768
H 4.1457 1.3450 -0.7894
H 3.5587 3.5812 -1.5180
H 1.4007 4.6286 -0.5657
H 0.0486 3.2774 0.9519
N -3.1069 0.8975 -4.5710
C -3.2695 0.3359 -5.8375
C -4.0391 0.7694 -6.9001
C -3.8761 0.0212 -8.0859
C -3.0628 -1.1106 -8.1654
C -2.2745 -1.5491 -7.0719
C -2.3872 -0.7647 -5.8542
N -1.6413 -0.8116 -4.7212
C -2.0924 0.1406 -3.9625
C -1.6991 0.2889 -2.5393
C -2.2468 1.2737 -1.6312
C -1.8250 1.1577 -0.3179
N -0.8736 0.2891 0.0643
C -0.4176 -0.6099 -0.8046
C -0.8858 -0.7368 -2.0584
H -3.5328 1.7484 -4.1337
H -4.6054 1.6730 -6.9397
H -4.4604 0.2415 -9.0161
H -2.9812 -1.7860 -9.0269
H -1.5768 -2.3441 -7.1846
H -2.9049 2.0420 -1.9815
H -2.2897 1.7723 0.4207
H 0.3043 -1.3391 -0.4470
H -0.5530 -1.5544 -2.7256
*
```

Summary:
Energy relative to the best compared isomer or geometry (same formula, charge and spin), eV: 1.281
Electronic energy, eV: -65266.78961



No. 4
ORCA calculation (ωB97M-V/def2-TZVPD) on a cluster of 13 separate species, C5H36NO14 in total.

```
! wB97M-V def2-TZVPD RIJCOSX def2/J DEFGRID3
* xyz 1 1
C -1.8645 0.2479 -0.3877
O -2.8732 1.0622 0.2229
C -0.6858 0.2847 0.6185
C 0.5557 -0.5128 0.1784
C 1.2762 -1.1203 1.4900
C 2.6003 -1.6274 1.0215
O 2.9602 -1.4301 -0.1171
N -0.3450 1.8389 0.7210
H -2.2088 -0.7430 -0.6296
H -1.5818 0.8175 -1.2623
H -3.5298 0.4362 0.5414
H -0.9205 0.0272 1.6394
H 1.2743 0.2280 -0.2927
H 0.4831 -1.3063 -0.6270
H 1.4643 -0.2981 2.2729
H 0.7485 -1.8672 1.9706
H 3.1392 -2.1245 1.7695
H 0.1879 1.9874 -0.1478
H -1.2543 2.3274 0.6498
H 0.1771 2.2538 1.5014
H 1.1055 4.1523 2.6213
H 2.0589 4.4929 1.5871
O 1.8088 3.6966 2.1553
H -0.9033 -4.8768 -0.4004
H -2.2824 -4.5685 -0.8366
O -1.7000 -4.3328 -0.1544
H 4.2552 -1.0618 -1.1153
H 3.9242 0.3781 -1.7578
O 4.4564 -0.5179 -1.9628
H -0.1689 -4.5971 -2.8225
H 0.2885 -3.3932 -1.8491
O -0.1235 -4.2087 -1.9985
H 2.6965 2.7255 -0.1980
H 2.1899 2.6644 -1.5163
O 2.0612 2.1588 -0.6784
H -2.6764 4.0794 1.7533
H -1.9729 2.7997 2.4562
O -1.7591 3.6494 1.9338
H 0.3184 -0.0990 -2.7981
H 1.2062 0.4463 -3.7741
O 0.4975 0.7660 -3.1170
H -1.8613 -3.0851 0.8857
H -1.6447 -3.3801 2.5458
O -1.9550 -2.7854 1.7925
H 2.3827 -1.8512 -4.3624
H 3.3053 -0.9153 -3.4963
O 2.4283 -0.9222 -4.0514
H 0.1835 4.0844 -2.2641
H -0.3474 2.6767 -2.7534
O 0.1217 3.1616 -2.0134
H -2.8950 1.0657 2.0164
H -3.1474 0.7562 3.4231
O -2.6317 1.3871 2.8801
H -4.5461 -1.4124 1.8138
H -2.9959 -1.6409 2.1480
O -3.7854 -1.0601 2.3321
*
```

Summary:
Energy relative to the best compared isomer or geometry (same formula, charge and spin), eV: 4.852
Electronic energy, eV: -35917.17187



No. 5
ORCA calculation (ωB97M-V/def2-TZVPD) on a structure of composition C4H9N2O3S.

```
! wB97M-V def2-TZVPD RIJCOSX def2/J DEFGRID3
* xyz -1 1
C 1.1129 1.4635 0.8496
C -1.8062 -0.6887 -1.3456
C -0.2793 -0.2902 -1.3182
C 0.5696 -0.8712 0.6531
N -0.6938 0.5182 2.1261
N 0.4871 0.3748 1.3410
O 0.8867 2.6230 1.2092
O 2.0163 1.2572 -0.1160
O 0.6656 -0.9891 -1.9549
S 2.1316 -1.5678 0.1888
H -2.0927 -0.5035 -2.4180
H -1.9046 -1.6155 -0.9797
H -2.4433 -0.0325 -0.7644
H -0.0981 0.8431 -1.3314
H 0.0135 -1.6124 1.2351
H -1.4670 0.8351 1.4743
H -0.5568 1.3388 2.6945
H 1.3698 -1.2051 -1.2518
H 2.0888 0.1224 -0.2916
*
```

Summary:
Energy relative to the best compared isomer or geometry (same formula, charge and spin), eV: 0.733
Electronic energy, eV: -24250.50497